(1)
Entry from the OMol25 dataset: a structure of composition C14H20BMoN3 in a non-equilibrium geometry (ωB97M-V with the def2-TZVPD basis set).

ORCA input file:
```
! RIJCOSX wB97M-V def2-TZVPD def2/J DEFGRID3
* xyz 2 3
C -2.620 -1.203 0.886
C -2.409 1.462 -1.584
H -2.789 -2.166 0.366
H -3.536 -0.567 0.697
H -2.596 -1.420 1.962
H -2.017 1.532 -2.596
H -3.193 0.660 -1.588
H -2.961 2.400 -1.393
C -0.081 -2.643 0.526
C 0.767 -3.733 0.274
C 1.889 -3.545 -0.535
C 2.083 -2.286 -1.098
H -0.891 -2.697 1.263
H 0.545 -4.713 0.705
H 2.607 -4.335 -0.720
H 2.963 -2.075 -1.710
N 0.009 -1.474 -0.156
C 1.135 -1.261 -0.899
C 1.342 0.108 -1.409
N 0.383 1.039 -1.139
C 0.615 2.320 -1.514
C 2.742 1.780 -2.499
C 1.765 2.727 -2.198
H -0.140 3.046 -1.250
H 1.854 3.775 -2.468
C 2.531 0.466 -2.090
H 3.282 -0.300 -2.275
H 3.651 2.054 -3.034
Mo -1.563 0.341 -0.062
C -1.502 2.420 0.578
H -1.740 3.302 -0.022
H -0.584 2.639 1.136
H -2.309 2.329 1.319
B 0.325 -0.038 4.221
C -0.259 0.166 2.840
N -0.711 0.292 1.768
H -0.396 0.415 5.095
H 1.439 0.439 4.286
H 0.368 -1.254 4.317
*
```

Calculated values
HOMO level (alpha / beta) = -14.77 / -14.79 eV
energy = -801.93698 hartree
frontier orbital gap (alpha / beta) = 6.0 / 2.5 eV
relative energy (zero: lowest compared OMol25 entry of this formula, charge and spin) = 2.8590 eV
lowest unoccupied orbital energy (alpha / beta) = -8.73 / -12.26 eV
strongest force on any atom = 2.56 eV Å⁻¹

(2)
Entry from the OMol25 dataset: a cluster of 2 separate species, C2HCl2NO in total in a non-equilibrium geometry (ωB97M-V with the def2-TZVPD basis set).

ORCA input file:
```
! RIJCOSX wB97M-V def2-TZVPD def2/J DEFGRID3
* xyz 0 1
C 3.786 -0.546 0.685
C 0.219 -0.483 1.108
N 3.537 -1.175 1.600
O 0.756 -1.024 2.105
Cl 4.067 0.395 -0.512
Cl 0.731 -0.985 -0.435
H 1.299 -1.803 2.324
*
```

Calculated values
HOMO level = -8.81 eV
energy = -1127.05871 hartree
frontier orbital gap = 9.3 eV
relative energy (zero: lowest compared OMol25 entry of this formula, charge and spin) = 3.1670 eV
lowest unoccupied orbital energy = 0.44 eV
strongest force on any atom = 3.47 eV Å⁻¹

(3)
Entry from the OMol25 dataset: a structure of composition C3H5N3 in a non-equilibrium geometry (ωB97M-V with the def2-TZVPD basis set).

ORCA input file:
```
! RIJCOSX wB97M-V def2-TZVPD def2/J DEFGRID3
* xyz 0 1
C -1.795 0.037 0.042
C -0.323 0.126 -0.110
C 0.837 0.850 -0.121
N 1.815 -0.101 -0.048
N 1.344 -1.332 -0.017
N 0.081 -1.187 -0.096
H -1.387 -1.304 -0.033
H -2.384 0.760 -0.574
H -2.079 0.240 1.085
H 1.079 1.900 -0.146
H 2.811 0.011 0.017
*
```

Calculated values
HOMO level = -9.31 eV
energy = -281.45687 hartree
frontier orbital gap = 10.1 eV
relative energy (zero: lowest compared OMol25 entry of this formula, charge and spin) = 3.6239 eV
lowest unoccupied orbital energy = 0.82 eV
strongest force on any atom = 4.15 eV Å⁻¹

(4)
Entry from the OMol25 dataset: an isolated molecule of C21H30ClN3O2 (ωB97M-V with the def2-TZVPD basis set).

ORCA input file:
```
! RIJCOSX wB97M-V def2-TZVPD def2/J DEFGRID3
* xyz 0 1
C -2.949 3.367 0.468
C -1.865 2.791 1.336
C -2.145 2.279 2.597
C -1.135 1.777 3.400
C 0.194 1.757 2.985
C 1.271 1.182 3.861
C 1.802 -0.196 3.462
O 2.832 -0.628 3.953
N 1.049 -0.875 2.574
C 1.406 -2.172 2.049
C 2.183 -2.130 0.725
C 3.507 -1.391 0.892
C 2.442 -3.577 0.298
N 1.441 -1.465 -0.369
C 0.213 -0.894 -0.408
O -0.647 -1.044 0.452
C -0.045 -0.006 -1.632
C 0.427 -0.580 -2.983
C -0.579 -1.586 -3.559
N -1.968 -1.122 -3.513
C -2.109 0.224 -4.091
C -1.812 1.242 -2.951
C -1.538 0.350 -1.727
C -2.334 -0.903 -2.108
C 0.452 2.261 1.713
Cl 2.082 2.246 1.091
C -0.545 2.772 0.901
H -3.887 2.828 0.600
H -3.131 4.414 0.722
H -2.673 3.327 -0.586
H -3.168 2.271 2.956
H -1.376 1.381 4.380
H 2.142 1.835 3.904
H 0.899 1.082 4.883
H 0.217 -0.460 2.180
H 2.047 -2.668 2.778
H 0.495 -2.753 1.920
H 4.114 -1.870 1.659
H 4.064 -1.402 -0.049
H 3.341 -0.357 1.187
H 3.050 -4.091 1.043
H 1.502 -4.116 0.177
H 2.978 -3.604 -0.653
H 2.048 -1.188 -1.123
H 0.521 0.912 -1.430
H 0.535 0.253 -3.681
H 1.411 -1.049 -2.927
H -0.317 -1.817 -4.593
H -0.535 -2.524 -2.998
H -1.450 0.336 -4.953
H -3.135 0.341 -4.444
H -0.974 1.902 -3.185
H -2.683 1.874 -2.771
H -1.870 0.794 -0.790
H -3.408 -0.709 -2.043
H -2.105 -1.776 -1.500
H -0.286 3.154 -0.079
*
```

Calculated values
structure (SMILES) = Cc1ccc(CC(=O)NCC(C)(C)NC(=O)[C@H]2CCN3CC[C@H]2C3)c(Cl)c1
HOMO level = -8.59 eV
energy = -1593.22536 hartree
frontier orbital gap = 9.2 eV
relative energy (zero: lowest compared OMol25 entry of this formula, charge and spin) = 0.1701 eV
lowest unoccupied orbital energy = 0.58 eV
strongest force on any atom = 0.36 eV Å⁻¹

(5)
Entry from the OMol25 dataset: an isolated molecule of C3H5NO2 in a non-equilibrium geometry (ωB97M-V with the def2-TZVPD basis set).

ORCA input file:
```
! RIJCOSX wB97M-V def2-TZVPD def2/J DEFGRID3
* xyz 0 1
N 0.278 0.981 -0.720
C 1.105 -0.033 -0.113
O 0.551 -1.264 -0.341
C -0.832 -0.923 -0.098
C -0.579 0.513 0.427
O 0.535 0.375 1.265
H 0.821 1.764 -0.343
H 2.169 0.027 -0.362
H -1.242 -1.684 0.574
H -1.377 -0.869 -1.043
H -1.429 1.113 0.753
*
```

Calculated values
HOMO level = -9.78 eV
energy = -322.45934 hartree
frontier orbital gap = 10.8 eV
relative energy (zero: lowest compared OMol25 entry of this formula, charge and spin) = 3.1290 eV
lowest unoccupied orbital energy = 1.00 eV
strongest force on any atom = 1.59 eV Å⁻¹